[1]
DFT (wB97M-V/def2-TZVPD) results for the molecule C2H4N4.

Element x y z (Å)
N -0.787 0.114 0.478
N 0.047 -1.871 0.615
H 0.929 1.270 -0.620
H 0.669 1.515 1.128
N -0.409 -0.917 1.333
N -0.580 -0.293 -0.799
C 0.012 -1.433 -0.687
H -0.519 2.161 -0.111
C 0.168 1.376 0.188
H 0.470 -1.922 -1.527

Computed properties:
Energy above the lowest of the compared OMol25 structures with the same formula, charge and spin ... 3.435 eV
Spin multiplicity ... 1
SMILES string ... Cn1ncnn1
Largest force on an atom ... 1.79 eV Å⁻¹

---

[2]
DFT (wB97M-V/def2-TZVPD) results for the molecule C20H24N2O3S.

Element x y z (Å)
C 3.472 -0.686 2.034
C -0.789 1.554 -1.072
H 4.613 -0.220 0.283
H -0.989 -1.826 -1.916
H 0.705 0.792 3.730
H 0.053 -3.210 -0.177
H 1.291 1.003 -0.585
C 1.410 -1.850 1.650
H -4.179 1.764 1.597
C -1.035 0.206 4.828
C -0.926 -0.120 -4.348
H -2.942 -0.301 5.665
C -0.279 -1.362 -1.226
O 1.652 0.365 -4.006
C 0.658 -2.449 -0.674
H 0.252 2.452 1.667
H -1.360 0.693 -3.777
H 4.182 -0.237 2.714
C 2.815 -1.268 -0.201
C -2.453 0.922 2.544
C 0.584 0.985 -1.417
C -2.393 2.360 0.538
C -3.214 1.339 1.318
H -1.562 -0.994 -4.347
H -0.705 0.193 -5.359
C 1.651 -1.858 0.281
H 0.507 -2.301 2.038
S 0.650 -0.564 -3.575
H -0.840 -0.897 -0.411
O 0.881 -1.964 -3.789
H 1.171 -2.897 -1.525
N -1.098 1.787 0.219
N 0.467 -0.352 -1.941
H -2.241 3.260 1.143
C -3.115 0.438 3.667
C 2.320 -1.278 2.522
C -0.370 0.685 3.717
C -1.068 1.036 2.567
C -2.415 0.075 4.801
C -0.275 1.529 1.379
H -2.880 2.628 -0.400
H 3.002 -1.269 -1.264
O -1.598 1.760 -1.966
H -0.482 -0.065 5.715
H 1.003 1.579 -2.234
H -4.192 0.351 3.644
H 0.478 0.772 1.154
C 3.715 -0.679 0.669
H 2.131 -1.301 3.586
H -3.404 0.469 0.683

Computed properties:
Energy above the lowest of the compared OMol25 structures with the same formula, charge and spin ... 1.555 eV
Spin multiplicity ... 1
SMILES string ... CS(=O)(=O)N(CCc1ccccc1)CC(=O)N1CCc2ccccc2C1
Largest force on an atom ... 0.98 eV Å⁻¹

---

[3]
DFT (wB97M-V/def2-TZVPD) results for C5H9NO as an isolated structure.

Element x y z (Å)
H 2.342 1.375 1.678
C -0.093 0.122 0.282
H -1.417 -1.414 -0.430
H 0.365 1.735 -1.278
C -0.564 1.105 -0.823
O -0.439 1.775 1.916
H 1.786 -0.369 -0.812
H -2.072 -0.638 0.948
N 0.286 0.953 1.337
H -1.035 0.709 -1.640
H -0.652 -1.622 1.113
H 1.679 -1.234 0.647
H -1.225 1.845 -0.282
C -1.128 -0.996 0.446
C 1.443 -0.339 0.177
C 1.563 0.833 1.163

Computed properties:
Energy above the lowest of the compared OMol25 structures with the same formula, charge and spin ... 4.527 eV
Spin multiplicity ... 1
Largest force on an atom ... 4.98 eV Å⁻¹

---

[4]
DFT (wB97M-V/def2-TZVPD) results for a 23-piece molecular cluster, C6H52FNO27 overall.

Element x y z (Å)
H 0.435 2.732 -5.894
H -1.951 2.551 -1.118
H 2.720 -2.254 -1.626
H 0.978 1.926 -1.232
H -5.976 6.560 -1.589
H 5.534 -6.248 7.090
O 3.628 -1.254 1.833
H -1.745 -5.577 -4.902
O -2.147 -4.781 -4.543
H 2.598 2.098 -0.560
H -3.549 3.887 -2.745
H -6.251 1.577 2.607
O 1.387 -2.503 6.259
O -3.291 6.883 0.403
C 1.701 -2.191 -1.282
H 2.038 -2.797 3.081
O 3.085 -4.146 4.618
H 1.327 4.066 -3.242
H -5.050 1.946 -3.506
H -2.768 2.051 2.268
H -2.541 -4.347 -5.306
H 3.350 2.070 3.666
H 2.635 3.294 -3.179
H 0.950 -2.272 -2.063
H -2.822 6.092 0.115
C 1.695 1.508 -0.543
H 1.551 -3.025 -0.610
H -3.689 7.229 -0.402
H -2.831 -3.093 1.436
H 5.028 -2.257 6.193
C 1.559 -1.863 2.849
H -1.327 -2.405 -2.226
O 0.672 -2.024 1.735
H 2.332 -2.650 -4.484
H -1.224 0.471 -3.949
H 0.621 -6.427 -3.846
O 0.210 -0.790 -0.086
O -7.080 1.738 3.073
O 2.593 -1.728 -4.565
O 0.582 3.211 -5.076
H -3.554 5.140 -1.866
H 6.672 -5.367 6.618
H -4.993 7.502 -2.264
C 0.191 -0.860 1.262
H 0.611 -4.963 -3.431
O 1.823 3.453 -2.686
H 0.915 2.541 -4.472
O 6.440 -6.288 6.774
O -1.894 2.384 2.042
N 1.552 -0.969 -0.515
H -1.490 -3.565 -3.214
H 1.193 -3.088 6.995
H -5.134 1.296 4.180
O -1.072 2.562 -1.505
H 0.968 -1.518 3.686
H 2.456 3.046 4.412
H 2.070 -2.964 5.748
H -5.962 2.947 -2.809
O 2.765 1.338 -5.169
H 2.301 -1.317 -3.741
F 2.652 0.304 3.063
H 4.050 -4.108 4.574
O 1.003 -5.574 -4.068
O -0.233 0.008 1.967
H 2.852 0.998 -4.267
H -2.526 -1.608 1.309
O -5.086 2.856 -3.193
H 2.899 -5.018 4.980
H -1.364 1.588 1.890
O -2.960 4.521 -2.305
O -5.105 6.583 -1.998
O 5.719 -2.915 6.325
O -4.346 1.253 3.625
C 2.067 0.185 -1.116
H 1.342 1.466 0.476
C 2.713 -0.919 2.537
H 6.484 -2.543 5.872
H -0.965 3.477 -1.782
O -3.185 -2.272 1.084
O -1.949 -0.140 -4.116
H -7.563 2.330 2.492
O -0.818 -3.026 -2.761
H -3.618 1.397 4.238
H -1.594 -1.005 -3.882
O 3.359 2.926 4.104
H 2.534 0.554 -5.679
O 2.812 0.116 -2.065

Computed properties:
Spin multiplicity ... 1
Largest force on an atom ... 2.63 eV Å⁻¹

---

[5]
DFT (wB97M-V/def2-TZVPD) results for C32H26Br2Cl2KN8OS3 as an isolated structure.

Element x y z (Å)
C 0.019 -2.504 3.900
N 0.736 -1.585 1.817
C 3.279 2.499 4.185
C -2.951 -1.122 -1.733
C 5.536 2.459 -1.845
H -0.297 3.125 -5.288
Br 2.110 -4.770 -3.218
C 7.030 0.776 -1.022
H 8.033 0.387 -0.905
H 6.077 -0.824 0.049
K 0.794 -0.190 -1.240
C -3.389 1.936 0.556
Cl 5.353 3.961 -2.698
C -3.992 -1.777 -2.413
C -4.044 1.842 2.857
H -1.121 -4.318 3.799
C -2.389 -3.404 -3.169
H 3.669 2.779 5.162
C -3.064 2.706 -0.665
C 5.940 0.103 -0.492
H 7.646 2.509 -2.138
C 4.382 1.810 -1.338
C 6.818 1.963 -1.707
C 2.959 0.232 5.214
N 1.478 -0.570 3.783
C 0.120 -2.580 1.188
H 2.537 3.225 3.856
H -3.129 -0.234 -1.139
H -4.057 4.080 -1.965
C -0.610 -3.547 3.236
H -5.001 -1.387 -2.370
H 2.220 -1.825 5.378
S 1.063 1.629 2.174
N -0.969 3.412 -4.596
S -0.705 0.925 -3.789
H -2.158 3.944 -2.578
C -3.935 0.465 2.787
H -0.352 -5.819 -4.443
C -0.657 -4.946 -3.884
C -3.548 -0.100 1.579
Br -3.237 -5.595 -4.864
C -3.770 2.594 1.726
S 2.805 2.451 -1.530
H -3.808 3.674 1.766
H -3.446 -1.176 1.479
H -4.704 4.039 -0.325
C 4.662 0.605 -0.650
C 0.701 -1.560 3.135
H 4.089 2.475 3.453
C 0.004 -3.032 -2.463
H -4.328 2.328 3.781
Cl 3.354 -0.307 0.030
C -3.787 4.012 -0.909
C -1.158 2.493 -3.602
H 0.221 -2.552 0.113
N 2.654 1.204 4.284
C -3.713 -2.919 -3.113
O 0.871 -2.347 -1.858
C 0.291 -4.211 -3.186
H -3.180 4.882 -0.643
N -2.192 2.231 -1.465
C -1.972 -4.551 -3.870
N -1.714 -1.554 -1.750
N -3.288 0.607 0.494
H -0.954 4.395 -4.367
C 2.231 -0.855 4.920
H -1.014 -4.402 1.297
H -0.008 -2.423 4.978
C 1.745 0.727 3.375
H -4.501 -3.457 -3.624
C -0.551 -3.598 1.851
C -1.406 -2.657 -2.458
N -1.882 2.970 -2.548
H 3.670 0.398 6.002
H -4.119 -0.151 3.656

Computed properties:
Spin multiplicity ... 1
Net charge ... -1
Largest force on an atom ... 2.11 eV Å⁻¹

---

[6]
DFT (wB97M-V/def2-TZVPD) results for the molecule C2H3NO2.

Element x y z (Å)
H -1.011 -0.359 -1.244
H 2.454 -0.057 0.371
C -0.739 -0.382 -0.189
O 1.225 1.467 -0.190
H -2.448 -0.037 0.455
N -1.502 -0.219 0.790
C 1.471 0.328 0.072
O 0.593 -0.703 0.026

Computed properties:
Energy above the lowest of the compared OMol25 structures with the same formula, charge and spin ... 0.855 eV
Spin multiplicity ... 1
SMILES string ... [H]/N=C/OC=O
Largest force on an atom ... 0.46 eV Å⁻¹

---

[7]
DFT (wB97M-V/def2-TZVPD) results for the molecule C5H9N3O.

Element x y z (Å)
H -2.697 0.383 1.095
H 2.266 -1.316 1.137
N 1.001 1.475 1.196
C 2.340 -0.403 0.548
H -0.445 -1.996 -1.274
H 0.086 1.918 1.192
C -0.144 -0.339 0.023
H -1.466 0.669 -3.088
N -1.183 -0.804 0.940
H -1.845 1.778 -1.672
C -1.371 0.885 -2.039
C -0.712 0.082 -1.246
O -1.875 0.262 1.598
C 1.055 0.353 0.630
H -0.766 -1.344 1.697
N 0.079 -1.135 -1.174
H 3.146 0.213 0.928
H 2.530 -0.682 -0.490

Computed properties:
Energy above the lowest of the compared OMol25 structures with the same formula, charge and spin ... 4.682 eV
Spin multiplicity ... 1
SMILES string ... [H]/N=C(/C)[C@]1(NO)NC1=C
Largest force on an atom ... 1.99 eV Å⁻¹

---

[8]
DFT (wB97M-V/def2-TZVPD) results for the molecule C3H2N2O3.

Element x y z (Å)
O -2.793 -0.005 -0.198
H 1.546 -1.077 -1.147
O -0.942 1.260 -0.250
N 0.391 1.494 0.217
C 0.926 -0.756 -0.349
C -1.594 0.138 0.197
O -0.880 -0.739 0.840
C 1.215 0.492 0.205
H 2.202 0.685 0.617
N -0.072 -1.492 -0.132

Computed properties:
Energy above the lowest of the compared OMol25 structures with the same formula, charge and spin ... 5.865 eV
Spin multiplicity ... 1
SMILES string ... O=C1ON=CC=NO1
Largest force on an atom ... 7.33 eV Å⁻¹

---

Number 1: frontier orbital gap 10.98 eV, HOMO energy -10.81 eV, E_tot -8095.879 eV. Number 2: frontier orbital gap 9.84 eV, HOMO energy -9.21 eV, E_tot -41088.066 eV. Number 3: frontier orbital gap 9.55 eV, HOMO energy -8.69 eV, E_tot -8864.686 eV. Number 4: frontier orbital gap 9.88 eV, HOMO energy -10.22 eV, E_tot -66555.145 eV. Number 5: frontier orbital gap 5.43 eV, HOMO energy -3.59 eV, E_tot -261538.320 eV. Number 6: frontier orbital gap 11.91 eV, HOMO energy -11.02 eV, E_tot -7706.988 eV. Number 7: frontier orbital gap 10.12 eV, HOMO energy -9.26 eV, E_tot -11844.726 eV. Number 8: frontier orbital gap 10.05 eV, HOMO energy -10.94 eV, E_tot -12261.117 eV.